6 unconnected molecules or ions with the total composition C21H26Cl3F15O10 at a distorted geometry, computed with ωB97M-V/def2-TZVPD.

Element x y z (Å)
C1 14.208 20.071 -17.661
C2 13.543 21.366 -18.141
O1 12.100 21.207 -17.986
C3 11.338 20.563 -18.964
O2 11.811 20.021 -19.977
C4 9.836 20.606 -18.668
F1 9.347 19.359 -18.947
F2 9.449 20.896 -17.414
F3 9.360 21.488 -19.584
H1 15.273 19.999 -17.879
H2 13.782 19.212 -18.179
H3 14.093 20.007 -16.579
H4 13.637 21.518 -19.216
H5 13.917 22.247 -17.619
C5 15.352 17.104 -15.485
C6 15.581 17.638 -14.111
O3 16.870 17.325 -13.656
C7 17.628 18.082 -12.922
O4 17.371 19.249 -12.723
C8 19.066 17.447 -12.580
F4 19.298 17.390 -11.270
F5 19.143 16.183 -13.014
F6 20.035 18.231 -13.164
H6 15.132 16.048 -15.639
H7 16.170 17.217 -16.197
H8 14.432 17.623 -15.753
H9 14.809 17.213 -13.469
H10 15.491 18.723 -14.153
C9 19.072 15.835 -16.534
C10 20.188 16.665 -17.122
O5 19.682 17.578 -18.029
C11 19.004 18.754 -17.751
O6 18.508 19.048 -16.682
C12 18.893 19.686 -18.991
F7 19.032 19.010 -20.138
F8 17.802 20.412 -18.884
F9 19.891 20.548 -18.896
H11 18.476 16.390 -15.809
H12 19.361 14.880 -16.095
H13 18.390 15.631 -17.360
H14 20.920 15.992 -17.570
H15 20.781 17.186 -16.371
C13 25.631 19.360 -10.394
C14 24.925 18.939 -11.664
O7 23.580 19.434 -11.578
C15 23.132 20.449 -12.330
O8 23.691 21.023 -13.291
C16 21.675 20.852 -11.897
F10 20.831 21.123 -12.956
F11 21.109 19.915 -11.142
F12 21.763 21.954 -11.123
H16 26.558 18.788 -10.364
H17 25.097 19.175 -9.462
H18 25.902 20.416 -10.392
H19 24.877 17.851 -11.707
H20 25.568 19.390 -12.419
C17 19.127 23.735 -19.525
C18 19.030 25.252 -19.284
O9 19.502 26.044 -20.446
C19 18.699 26.243 -21.550
O10 17.481 26.064 -21.512
C20 19.399 26.890 -22.801
F13 18.879 28.026 -23.208
F14 20.681 27.004 -22.568
F15 19.390 25.996 -23.785
H21 20.140 23.333 -19.517
H22 18.711 23.414 -20.480
H23 18.535 23.199 -18.784
H24 19.479 25.445 -18.309
H25 17.968 25.328 -19.050
C21 17.978 21.778 -14.701
Cl1 16.315 21.407 -15.283
Cl2 17.885 22.484 -13.099
Cl3 18.875 22.806 -15.850
H26 18.533 20.841 -14.646

**Charge**: 0
**HOMO-LUMO gap**: 0.4156 Ha
**E_LUMO**: 0.0136 Ha
**2S+1**: 1
**HOMO level**: -10.941 eV

2 unconnected molecules or ions with the total composition C5H13NO2 at a distorted geometry, computed with ωB97M-V/def2-TZVPD.

Element x y z (Å)
C1 -1.835 -1.583 0.201
C2 -1.776 -0.277 -0.637
C3 -0.364 0.205 -1.153
C4 0.647 -0.169 -0.196
N1 0.989 0.701 0.832
C5 0.104 1.878 1.210
O1 1.383 -1.137 -0.317
H1 -2.809 -2.033 0.237
H2 -1.341 -1.413 1.306
H3 -1.085 -2.226 -0.225
H4 -2.374 -0.700 -1.453
H5 -2.444 0.473 -0.176
H6 -0.269 1.234 -1.641
H7 -0.175 -0.413 -2.040
H8 1.715 0.517 1.543
H9 -0.694 2.086 0.598
H10 0.892 2.644 1.090
H11 -0.327 1.650 2.187
H12 3.419 -0.417 -1.261
H13 2.799 -0.671 0.199
O2 3.545 -0.349 -0.304

**Charge**: 0
**HOMO-LUMO gap**: 0.3807 Ha
**E_LUMO**: 0.0273 Ha
**ΔE to the lowest compared entry with this formula, charge and spin**: 58.4 kcal per mole
**2S+1**: 1
**HOMO level**: -9.617 eV

5 unconnected molecules or ions with the total composition C17H41BrN4O4 at a distorted geometry, computed with ωB97M-V/def2-TZVPD.

Element x y z (Å)
C1 0.442 -3.275 -2.050
C2 1.057 -3.256 -0.621
N1 0.002 -3.430 0.569
C3 -1.000 -2.269 0.476
C4 -0.923 -4.675 0.293
C5 -0.077 -6.000 0.360
C6 0.829 -3.494 1.928
C7 -0.052 -3.674 3.240
O1 -0.797 -4.861 3.109
C8 -1.544 -5.119 4.271
H1 1.138 -3.182 -2.883
H2 -0.270 -2.472 -2.242
H3 -0.067 -4.193 -2.343
H4 1.566 -2.347 -0.301
H5 1.843 -4.004 -0.517
H6 -0.477 -1.320 0.355
H7 -1.668 -2.258 1.338
H8 -1.606 -2.416 -0.417
H9 -1.395 -4.576 -0.685
H10 -1.788 -4.747 0.952
H11 0.469 -6.116 1.296
H12 0.629 -6.071 -0.468
H13 -0.772 -6.835 0.271
H14 1.496 -2.632 1.955
H15 1.484 -4.334 1.698
H16 -0.659 -2.776 3.355
H17 0.639 -3.752 4.079
H18 -1.874 -6.156 4.335
H19 -2.430 -4.512 4.460
H20 -0.854 -5.085 5.114
Br1 2.364 2.052 1.204
C9 -3.209 1.676 -3.625
O2 -3.879 0.776 -4.091
N2 -3.359 2.234 -2.404
C10 -2.392 3.271 -1.923
C11 -4.318 1.796 -1.407
H21 -2.307 2.075 -4.114
H22 -1.998 3.760 -2.814
H23 -1.544 2.834 -1.394
H24 -2.974 4.002 -1.362
H25 -4.721 0.822 -1.683
H26 -3.663 1.711 -0.540
H27 -5.126 2.484 -1.155
C12 3.369 0.918 -4.142
O3 2.492 0.959 -4.939
N3 4.580 0.328 -4.382
C13 5.573 0.376 -3.316
C14 4.820 -0.395 -5.608
H28 3.360 1.406 -3.155
H29 5.717 -0.609 -2.871
H30 5.428 1.136 -2.549
H31 6.525 0.609 -3.794
H32 4.814 -1.477 -5.475
H33 4.082 -0.219 -6.391
H34 5.787 -0.260 -6.093
C15 -0.530 6.711 2.572
O4 -0.802 7.100 1.460
N4 -1.044 7.160 3.720
C16 -0.557 6.774 5.047
C17 -2.017 8.249 3.763
H35 0.133 5.852 2.755
H36 -0.472 7.610 5.741
H37 0.475 6.448 4.910
H38 -1.270 6.148 5.584
H39 -2.751 7.911 4.495
H40 -1.465 9.062 4.234
H41 -2.464 8.551 2.816

**Charge**: 0
**HOMO-LUMO gap**: 0.2137 Ha
**E_LUMO**: -0.0094 Ha
**2S+1**: 1
**HOMO level**: -6.072 eV